Entry 1:
ORCA calculation (ωB97M-V/def2-TZVPD) on a cluster of 2 separate species, C2H7NO3 in total.

Computed properties:
**Spin multiplicity**: 2
**Total charge**: +1
**Gap between HOMO and LUMO (spin up / spin down)**: 9.7 / 4.7 eV
**E**: -360.492837 Ha

Geometry as XYZ:
```
13
Properties=species:S:1:pos:R:3:forces:R:3
N 0.0864 0.5951 1.0083 0.9 -0.4 0.0
C -1.3157 0.9620 0.7238 0.4 -1.6 -0.9
O -1.5976 0.5660 -0.6126 0.4 0.4 -0.1
H 0.6381 1.4280 1.2001 0.1 -0.2 -0.3
H 0.1937 0.0192 1.8336 -0.4 0.0 0.3
H -1.3815 2.0315 0.8850 -0.7 0.0 0.2
H -1.9388 0.2630 1.2794 -0.2 0.9 0.9
H -2.1344 1.2118 -1.0789 0.0 0.2 0.1
O 1.7426 -2.7317 -1.8711 0.4 -1.1 -0.9
C 1.7462 -1.6612 -1.2950 -1.7 3.0 1.5
O 0.6389 -1.0924 -0.9322 0.8 -2.0 -0.5
H 2.6304 -1.0368 -1.0925 0.7 -0.8 -0.2
H 0.6917 -0.5544 -0.0479 -0.6 1.6 0.0
```
Positions in Å, forces in eV/Å.

Entry 2:
ORCA calculation (ωB97M-V/def2-TZVPD) on the molecule C2H7NO3S.

Computed properties:
**Gap between HOMO and LUMO**: 10.8 eV
**E**: -759.007987 Ha

Geometry as XYZ:
```
14
Properties=species:S:1:pos:R:3:forces:R:3
C 1.0343 1.8229 -1.3703 -1.3 3.6 -3.6
C -1.0667 -0.9501 0.4770 -0.5 0.6 -0.1
N -1.4631 -2.0958 1.1973 2.5 -1.0 -1.1
O 1.5829 -0.6412 -0.2029 0.2 -0.9 -1.0
O 1.1298 1.7690 -0.0242 0.5 -0.1 2.3
O -0.3212 0.0876 1.1982 0.1 0.0 0.5
S 1.2114 0.3525 0.7610 0.6 1.0 1.9
H 1.8240 2.4810 -1.9076 -0.8 -1.3 1.3
H 0.0735 2.3706 -1.6299 0.8 -0.6 0.3
H 0.9541 0.9017 -1.8631 0.3 -1.5 -0.5
H -0.3666 -1.0992 -0.3255 -0.8 -1.0 -0.9
H -2.0170 -0.4958 0.2754 -0.1 0.8 -1.0
H -1.9190 -1.8029 2.0086 -0.9 0.1 1.6
H -0.6565 -2.7002 1.4060 -0.7 0.3 0.2
```
Positions in Å, forces in eV/Å.

Entry 3:
ORCA calculation (ωB97M-V/def2-TZVPD) on a cluster of 2 separate species, C2H7NOS in total.

Computed properties:
**Gap between HOMO and LUMO**: 10.1 eV
**E**: -608.533012 Ha
**SMILES string**: NC=O.CS

Geometry as XYZ:
```
12
Properties=species:S:1:pos:R:3:forces:R:3
C -1.5568 -1.5459 -0.0009 -0.5 -4.2 0.2
S 0.0598 -2.0247 0.9396 -0.5 1.8 -0.8
H -1.5611 -2.3302 -0.9243 -0.5 2.2 2.3
H -2.4211 -1.6495 0.7235 0.9 -0.8 -0.9
H -1.7888 -0.5520 -0.2941 1.4 1.2 -0.5
H -0.1792 -3.2374 1.4398 -0.7 -0.1 -0.2
C 0.9696 2.5163 -0.1740 0.9 -0.9 0.4
N 1.6037 1.2230 -0.4036 -2.4 5.0 -0.3
O 0.4958 3.1358 -1.1156 0.6 -1.0 1.7
H 0.9793 2.9569 0.9485 0.1 -1.2 -2.3
H 1.9963 0.5705 0.1722 0.9 -1.4 2.3
H 1.4025 0.9372 -1.3111 -0.1 -0.7 -1.7
```
Positions in Å, forces in eV/Å.

What did we get for maximum force? Answer: 3.76; 5.24; 5.58 eV Å⁻¹, in the order shown.
What did we get for energy relative to the best compared isomer or geometry (same formula, charge and spin)? Answer: 44.0; 30.8; 40.2 kcal/mol, in the order shown.